[1]
{
  "formula": "C5H7N",
  "method": "the ωB97M-V functional and the def2-TZVPD basis",
  "homo_lumo_gap_ev": 10.365,
  "smiles": "C#CCN1CC1",
  "e_homo_ev": -9.230,
  "de_lowest_ev": 3.340,
  "e_tot_ha": -249.35048,
  "species": ["N", "C", "C", "C", "C", "C", "H", "H", "H", "H", "H", "H", "H"],
  "positions_angstrom": [[-0.696, 0.464, 0.755], [1.540, 0.233, -0.345], [-0.885, -0.965, 0.591], [0.524, 1.109, 0.260], [-1.669, 0.002, -0.215], [2.386, -0.505, -0.784], [0.236, 1.884, -0.460], [-1.335, -1.478, 1.438], [-2.706, 0.218, 0.033], [-1.423, 0.084, -1.275], [0.992, 1.630, 1.102], [-0.111, -1.522, 0.066], [3.146, -1.153, -1.165]],
  "atomic_forces_ev_per_a": [[0.036, 0.113, 0.095], [0.356, -0.380, -0.215], [0.037, -0.238, 0.059], [0.114, 0.157, -0.036], [-0.191, -0.005, -0.182], [-0.360, 0.323, 0.165], [0.054, -0.103, 0.085], [0.060, 0.111, -0.149], [0.180, -0.043, -0.063], [0.033, -0.036, 0.174], [-0.051, -0.118, -0.086], [-0.111, 0.087, 0.106], [-0.155, 0.132, 0.047]],
  "mulliken_charge": [-0.2868, -0.3739, -0.3984, -0.6636, -0.3059, 0.1541, 0.3326, 0.2198, 0.2345, 0.2511, 0.2606, 0.1815, 0.3943]
}


[2]
{
  "formula": "C5H7N",
  "method": "the ωB97M-V functional and the def2-TZVPD basis",
  "homo_lumo_gap_ev": 9.931,
  "e_homo_ev": -9.055,
  "de_lowest_ev": 4.379,
  "e_tot_ha": -249.31233,
  "species": ["N", "C", "C", "C", "C", "C", "H", "H", "H", "H", "H", "H", "H"],
  "positions_angstrom": [[2.336, -0.692, -1.214], [0.974, -0.147, 0.911], [-2.096, 0.424, 0.470], [-0.813, -0.016, -0.131], [1.340, -0.356, -0.496], [-0.002, -0.066, -1.161], [-1.900, 1.479, 0.445], [-0.282, 0.036, -2.245], [-2.828, 0.290, -0.203], [3.169, -0.909, -0.726], [-2.181, -0.163, 1.364], [1.273, -0.714, 1.701], [1.011, 0.836, 1.285]],
  "atomic_forces_ev_per_a": [[-1.168, 0.229, 0.041], [-3.834, 1.296, -2.305], [3.699, -0.367, 0.091], [3.133, -0.397, 2.861], [-0.600, 0.216, -3.241], [0.414, -0.264, -1.057], [-0.437, 0.805, 1.363], [0.586, -0.078, 1.081], [-3.071, -0.861, -2.209], [1.009, -0.240, 0.995], [-0.637, 0.579, 0.741], [0.651, -2.507, 1.837], [0.256, 1.590, -0.199]],
  "mulliken_charge": [-0.6712, -0.8969, -1.0945, 0.3383, 0.6643, -0.5845, 0.2840, 0.3420, 0.4202, 0.2365, 0.2920, 0.3883, 0.2815]
}


[3]
{
  "formula": "C5H7N",
  "method": "the ωB97M-V functional and the def2-TZVPD basis",
  "homo_lumo_gap_ev": 8.619,
  "e_homo_ev": -9.281,
  "de_lowest_ev": 4.323,
  "e_tot_ha": -249.31438,
  "species": ["N", "C", "C", "C", "C", "C", "H", "H", "H", "H", "H", "H", "H"],
  "positions_angstrom": [[-0.657, -2.585, 1.266], [-0.216, -1.686, 0.686], [-0.913, -0.113, -1.020], [0.228, -0.502, -0.060], [0.614, 0.649, 0.901], [0.674, 2.007, 0.361], [-0.668, 0.782, -1.600], [0.122, 0.577, 1.879], [-1.093, -0.927, -1.725], [0.926, 1.886, -0.719], [1.112, -0.776, -0.647], [1.708, 0.615, 1.144], [-1.837, 0.076, -0.465]],
  "atomic_forces_ev_per_a": [[0.512, 0.818, -0.507], [-0.350, -0.809, 0.535], [-0.084, 0.013, -0.083], [0.020, -0.038, -0.128], [-0.278, 0.216, -0.039], [0.367, -0.278, 0.037], [0.047, -0.158, 0.140], [0.003, 0.017, -0.201], [-0.054, 0.085, 0.084], [-0.051, 0.103, 0.185], [-0.146, -0.010, 0.048], [-0.116, 0.079, -0.020], [0.130, -0.039, -0.051]],
  "mulliken_charge": [-0.4234, -0.0195, -1.3150, 0.6079, -0.5586, -0.4964, 0.3712, 0.3642, 0.3775, 0.2007, 0.2123, 0.3380, 0.3411]
}


[4]
{
  "formula": "C5H7N",
  "method": "the ωB97M-V functional and the def2-TZVPD basis",
  "homo_lumo_gap_ev": 7.533,
  "smiles": "C[C@H]1C=C=CN1",
  "e_homo_ev": -7.337,
  "de_lowest_ev": 3.296,
  "e_tot_ha": -249.35210,
  "species": ["N", "C", "C", "C", "C", "C", "H", "H", "H", "H", "H", "H", "H"],
  "positions_angstrom": [[0.731, 0.182, 0.897], [-0.406, 0.038, 0.015], [-0.092, -1.310, -0.590], [0.940, -1.994, 0.010], [-0.826, 1.279, -0.760], [1.411, -0.964, 0.899], [-0.804, -1.716, -1.311], [0.944, 1.008, 1.437], [-1.729, 1.041, -1.330], [-1.253, -0.262, 0.654], [-1.091, 2.086, -0.064], [2.245, -1.043, 1.600], [-0.070, 1.655, -1.455]],
  "atomic_forces_ev_per_a": [[0.025, -0.238, 0.047], [-0.036, -0.102, 0.046], [-0.160, -0.118, -0.066], [-0.117, 0.490, -0.148], [-0.016, -0.025, -0.057], [0.113, 0.170, 0.148], [0.169, 0.025, 0.089], [-0.086, -0.195, 0.007], [0.148, 0.051, 0.033], [-0.040, 0.209, 0.117], [0.073, -0.126, -0.138], [-0.076, 0.063, -0.214], [0.002, -0.204, 0.137]],
  "mulliken_charge": [-0.0813, 0.4725, -0.3204, -0.8685, -1.2386, -0.0307, 0.3613, 0.2066, 0.3306, 0.1329, 0.3406, 0.3679, 0.3271]
}


[5]
{
  "formula": "C5H7N",
  "method": "the ωB97M-V functional and the def2-TZVPD basis",
  "homo_lumo_gap_ev": 9.783,
  "e_homo_ev": -8.570,
  "de_lowest_ev": 6.248,
  "e_tot_ha": -249.24363,
  "species": ["N", "C", "C", "C", "C", "C", "H", "H", "H", "H", "H", "H", "H"],
  "positions_angstrom": [[-1.478, -0.135, 0.803], [0.473, -0.555, -0.772], [-1.165, 0.919, -0.019], [-1.045, -0.428, -0.587], [1.240, -0.329, 0.514], [0.945, 0.788, -0.331], [-1.609, 1.910, -0.077], [0.502, -0.460, 1.550], [-1.734, -0.973, -1.229], [-0.600, -0.403, 1.569], [1.489, 1.646, -0.730], [0.844, -1.176, -1.585], [2.137, -0.803, 0.895]],
  "atomic_forces_ev_per_a": [[1.440, -0.426, 0.887], [0.058, -0.255, 0.117], [2.331, 0.274, 0.205], [0.022, -0.177, 0.259], [-1.456, -0.467, 1.933], [-1.956, 0.583, 0.553], [-0.061, -0.431, -0.124], [2.082, 0.325, -1.883], [-0.042, 0.133, 0.248], [-2.778, 0.668, -1.802], [-0.107, -0.600, 0.134], [0.219, 0.140, 0.233], [0.249, 0.234, -0.760]],
  "mulliken_charge": [-0.5727, -0.5505, -0.2914, -0.0547, -0.2175, -0.4742, 0.3626, 0.0077, 0.4117, 0.2569, 0.3603, 0.4136, 0.3483]
}


[6]
{
  "formula": "C5H7N",
  "method": "the ωB97M-V functional and the def2-TZVPD basis",
  "homo_lumo_gap_ev": 8.194,
  "e_homo_ev": -7.562,
  "de_lowest_ev": 6.488,
  "e_tot_ha": -249.23482,
  "species": ["N", "C", "C", "C", "C", "C", "H", "H", "H", "H", "H", "H", "H"],
  "positions_angstrom": [[-0.021, -0.254, -0.044], [0.632, 0.872, -0.762], [1.339, -0.823, -0.055], [0.203, 1.350, 0.545], [-1.313, -0.931, 0.005], [2.012, 0.211, -0.642], [1.579, -1.748, 0.469], [0.853, 1.185, 1.393], [0.146, 1.246, -1.659], [-2.095, -0.181, -0.078], [-1.432, -1.683, -0.786], [-0.507, 2.194, 0.641], [-1.397, -1.438, 0.973]],
  "atomic_forces_ev_per_a": [[-0.326, 0.667, 0.751], [0.358, 0.412, -0.489], [0.364, 0.053, 0.168], [0.012, -0.557, 0.103], [-0.146, 0.183, -0.011], [-0.300, -0.576, -0.238], [-0.094, 0.278, 0.018], [0.286, 0.218, -0.209], [0.154, 0.047, 0.044], [-0.158, -0.095, -0.005], [0.298, 0.317, 0.051], [-0.416, -1.092, -0.005], [-0.032, 0.143, -0.177]],
  "mulliken_charge": [0.1596, 0.0434, -0.1542, -0.4454, -0.8548, -0.9425, 0.3365, 0.2944, 0.3506, 0.3240, 0.3134, 0.2701, 0.3051]
}


[7]
{
  "formula": "C5H7N",
  "method": "the ωB97M-V functional and the def2-TZVPD basis",
  "homo_lumo_gap_ev": [7.479, 7.339],
  "e_homo_ev": [-7.815, -7.654],
  "de_lowest_ev": 4.546,
  "e_tot_ha": -249.30617,
  "species": ["N", "C", "C", "C", "C", "C", "H", "H", "H", "H", "H", "H", "H"],
  "positions_angstrom": [[-0.895, 1.280, -0.807], [-0.011, 0.719, -0.050], [-2.048, -0.407, 0.281], [-0.631, -0.204, 0.910], [1.617, 1.108, 0.034], [-2.109, 0.969, -0.466], [2.202, 0.514, 0.670], [1.819, 1.228, -1.023], [-0.823, 0.240, 1.939], [-3.005, -0.704, 0.862], [-0.017, -1.152, 1.119], [-1.792, -1.160, -0.489], [1.566, 2.078, 0.575]],
  "atomic_forces_ev_per_a": [[2.706, 1.270, -1.867], [3.122, 0.049, 1.737], [-0.294, 0.224, -1.052], [-0.297, -1.667, 2.891], [-5.098, 1.429, -0.620], [-2.831, -1.516, 1.489], [0.636, -1.473, 0.214], [0.948, 0.085, 0.108], [0.484, -0.197, -1.065], [2.033, 0.622, -0.740], [-0.732, 1.379, -0.414], [-0.844, -0.002, 0.075], [0.167, -0.202, -0.757]],
  "mulliken_charge": [-0.3843, 0.4793, -0.3618, -0.4864, -1.0439, -0.2447, 0.3466, 0.3425, 0.2426, 0.3213, 0.2925, 0.2107, 0.2855]
}


[8]
{
  "formula": "C5H7N",
  "method": "the ωB97M-V functional and the def2-TZVPD basis",
  "homo_lumo_gap_ev": 9.846,
  "e_homo_ev": -9.072,
  "de_lowest_ev": 2.503,
  "e_tot_ha": -249.38127,
  "species": ["N", "C", "C", "C", "C", "C", "H", "H", "H", "H", "H", "H", "H"],
  "positions_angstrom": [[2.810, -0.268, -0.033], [0.435, -0.167, 0.049], [-0.808, -0.898, 0.013], [3.866, 0.212, -0.044], [0.441, 1.386, -0.042], [1.642, -0.884, 0.041], [0.143, 1.697, -1.134], [1.615, 1.562, -0.017], [-0.164, 1.995, 0.685], [-0.806, -1.961, -0.149], [-1.124, -0.852, 1.057], [-1.614, -0.545, -0.672], [1.553, -1.967, 0.163]],
  "atomic_forces_ev_per_a": [[1.796, 0.204, 0.285], [3.510, 0.289, -1.196], [-2.301, -0.493, 0.787], [0.797, 0.390, -0.119], [2.236, -0.466, -1.874], [-5.526, 0.560, 0.314], [0.285, -0.578, 2.023], [-2.704, 0.633, 0.319], [0.757, -0.969, -0.583], [0.842, -0.551, -0.342], [-0.973, 0.257, 0.052], [0.702, 0.353, 0.655], [0.577, 0.372, -0.321]],
  "mulliken_charge": [-0.0212, 0.6044, -1.3140, -0.1364, -0.8053, -0.3497, 0.2386, 0.1923, 0.3040, 0.3569, 0.2943, 0.3077, 0.3284]
}


[9]
{
  "formula": "C5H7N",
  "method": "the ωB97M-V functional and the def2-TZVPD basis",
  "homo_lumo_gap_ev": 9.407,
  "smiles": "C=CN=C=CC",
  "e_homo_ev": -8.738,
  "de_lowest_ev": 3.348,
  "e_tot_ha": -249.35019,
  "species": ["N", "C", "C", "C", "C", "C", "H", "H", "H", "H", "H", "H", "H"],
  "positions_angstrom": [[-1.029, -1.028, -0.054], [1.237, -0.228, 0.667], [-2.008, 1.035, 0.160], [-1.961, -0.175, -0.379], [-0.002, -0.579, 0.410], [2.222, -0.270, -0.469], [2.866, -1.129, -0.149], [1.582, -0.082, 1.609], [-1.388, 1.415, 0.951], [1.710, -0.742, -1.304], [-2.884, 1.631, -0.066], [2.556, 0.721, -0.508], [-2.901, -0.568, -0.867]],
  "atomic_forces_ev_per_a": [[2.334, -3.461, 0.789], [-2.455, -1.038, -2.271], [-1.832, 0.881, -0.235], [-5.025, 2.429, -0.687], [2.917, -0.303, 0.545], [-0.999, -3.133, 1.366], [0.661, 1.410, -0.414], [0.739, 0.659, 2.732], [0.545, -0.058, -0.082], [0.100, 0.928, -0.625], [0.102, 0.202, -0.040], [1.444, 0.978, -1.040], [1.470, 0.507, -0.036]],
  "mulliken_charge": [-0.4226, -0.6119, -0.7136, 0.0781, 0.4451, -1.0037, 0.2615, 0.5132, 0.2678, 0.2914, 0.2394, 0.3401, 0.3151]
}


[10]
{
  "formula": "C5H7N",
  "method": "the ωB97M-V functional and the def2-TZVPD basis",
  "homo_lumo_gap_ev": 10.433,
  "smiles": "C#C[C@@H]1CN1C",
  "e_homo_ev": -9.308,
  "de_lowest_ev": 3.359,
  "e_tot_ha": -249.34980,
  "species": ["N", "C", "C", "C", "C", "C", "H", "H", "H", "H", "H", "H", "H"],
  "positions_angstrom": [[-0.408, -0.265, 0.452], [0.453, 0.402, -0.506], [-0.019, 1.103, 0.716], [1.765, -0.182, -0.522], [2.710, -0.899, -0.329], [-1.754, -0.565, 0.013], [0.034, 0.695, -1.467], [-1.773, -1.476, -0.604], [3.572, -1.488, -0.174], [0.674, 1.234, 1.547], [-2.362, -0.752, 0.900], [-0.702, 1.937, 0.545], [-2.191, 0.255, -0.571]],
  "atomic_forces_ev_per_a": [[-0.254, -0.072, -0.013], [0.276, -0.142, -0.198], [-0.002, 0.343, 0.148], [0.555, -0.753, 0.167], [-0.228, 0.616, -0.294], [-0.203, 0.067, -0.003], [-0.049, 0.051, 0.181], [0.198, 0.280, 0.208], [0.273, -0.148, 0.002], [-0.175, -0.019, -0.211], [-0.106, 0.074, -0.100], [-0.157, -0.289, 0.094], [-0.128, -0.008, 0.017]],
  "mulliken_charge": [-0.2877, -0.0007, -0.3593, -0.8573, 0.1155, -0.8044, 0.3737, 0.2809, 0.4086, 0.2552, 0.2761, 0.2787, 0.3206]
}